DFT (ωB97M-V with the def2-TZVPD basis set) results for the molecule C26H33BrN2O7S.

- orbital gap (eV) = 8.6
- highest occupied orbital energy (eV) = -8.1259
- SMILES string = CCOC(=O)c1c(CSc2ccccc2)n(C)c2cc(Br)c(OC[C@H](O)CNC(CO)(CO)CO)cc12
- DFT total energy (Eh) = -4618.959680

Element x y z (Å)
C: -1.2273 3.6720 -2.9025
C: 0.0055 3.2100 -3.6572
H: -0.2126 3.0425 -4.7177
H: 0.8141 3.9471 -3.5867
O: 0.4501 1.9828 -3.0835
C: 1.3053 1.2553 -3.8206
O: 1.7114 1.6240 -4.9025
C: 1.6625 0.0011 -3.1752
C: 2.3615 -1.0389 -3.7777
N: 2.4980 -2.0708 -2.9023
C: 1.9170 -1.7213 -1.7096
C: 1.8191 -2.4277 -0.5164
C: 1.1561 -1.8117 0.5180
C: 0.5902 -0.5264 0.4090
C: 0.7050 0.1762 -0.7727
C: 1.3706 -0.4231 -1.8422
H: 0.2895 1.1614 -0.8893
O: -0.0402 -0.0956 1.5341
C: -0.5612 1.2087 1.5855
H: -1.3149 1.3666 0.8033
H: 0.2419 1.9506 1.4612
C: -1.2167 1.3561 2.9689
O: -1.8686 2.5944 3.1026
H: -1.2042 3.2923 3.1624
H: -2.0073 0.6048 3.0510
C: -0.1716 1.1457 4.0801
N: -0.7329 1.1366 5.4163
H: -1.5607 1.7254 5.4256
C: -1.0088 -0.1349 6.0695
C: -1.7597 0.2314 7.3719
O: -2.0157 -0.8558 8.2225
H: -2.4903 -1.5218 7.6928
H: -1.1527 0.9395 7.9427
H: -2.7023 0.7305 7.0991
C: 0.3457 -0.7995 6.4139
H: 0.9586 -0.0578 6.9437
O: 0.2221 -1.9817 7.1637
H: -0.2925 -1.7649 7.9602
H: 0.8682 -1.0883 5.4983
C: -1.8765 -1.1057 5.2270
O: -2.2124 -2.2871 5.9177
H: -1.3758 -2.7180 6.1630
H: -1.3480 -1.3525 4.2970
H: -2.8272 -0.6229 4.9763
H: 0.5452 1.9785 4.0310
H: 0.3721 0.2229 3.8895
Br: 0.9774 -2.6810 2.1931
H: 2.2409 -3.4112 -0.3829
C: 3.1198 -3.3304 -3.2055
H: 2.8692 -4.0519 -2.4320
H: 4.2069 -3.2273 -3.2532
H: 2.7558 -3.7025 -4.1648
C: 2.7808 -1.1407 -5.1854
H: 3.7250 -1.6653 -5.3154
H: 2.8119 -0.1564 -5.6477
S: 1.5296 -2.1516 -6.1078
C: 0.1490 -1.0389 -5.9013
C: -0.6631 -1.1574 -4.7859
C: -1.6895 -0.2489 -4.5943
C: -1.9030 0.7604 -5.5176
C: -1.0950 0.8614 -6.6386
C: -0.0635 -0.0387 -6.8342
H: 0.5815 0.0377 -7.6959
H: -1.2616 1.6486 -7.3589
H: -2.7029 1.4706 -5.3652
H: -2.3173 -0.3300 -3.7193
H: -0.4925 -1.9518 -4.0745
H: -2.0045 2.9146 -2.9613
H: -0.9876 3.8445 -1.8563
H: -1.5966 4.5964 -3.3368

These are the Löwdin partial charges, in e, on atoms 1 to 5: number 1, C, carries -0.06; number 2, C, carries -0.22; number 3, H, carries 0.11; number 4, H, carries 0.13; number 5, O, carries -0.01


DFT (ωB97M-V with the def2-TZVPD basis set) results for the molecule C4H6N2O3.

- orbital gap (eV) = 7.9
- highest occupied orbital energy (eV) = -7.3795
- SMILES string = Nc1oc(O)c(O)c1N
- DFT total energy (Eh) = -491.202105

Element x y z (Å)
C: 0.4484 0.7221 -0.8873
C: 0.6622 -0.1998 1.0997
C: -0.5262 -0.6914 0.5398
C: -0.6527 -0.0956 -0.7357
H: 1.7227 1.4756 -2.4458
H: 0.6541 2.6086 -1.7530
H: 0.5823 -0.5693 3.0331
H: -1.8640 -2.1407 0.4957
H: -1.2296 -0.0232 -2.6848
H: -2.5366 -0.0887 -1.5129
N: 0.8178 1.5860 -1.9182
N: -1.5808 -0.4040 -1.7688
O: 1.2665 0.6838 0.2806
O: 1.2306 -0.2380 2.3387
O: -1.4443 -1.4393 1.2030

These are the Löwdin partial charges, in e, on atoms 1 to 5: number 1, C, carries -0.30; number 2, C, carries -0.31; number 3, C, carries -0.26; number 4, C, carries -0.23; number 5, H, carries 0.11


DFT (ωB97M-V with the def2-TZVPD basis set) results for a cluster of 6 separate species, C23H47BNO13S6 in total.

- orbital gap (eV) = 8.3
- highest occupied orbital energy (eV) = -11.5033
- net charge = +1
- DFT total energy (Eh) = -4351.259942

Element x y z (Å)
O: 1.2729 0.9506 0.1794
B: 1.3242 2.2445 0.6322
O: 0.5144 3.1878 0.0600
O: 2.1770 2.6219 1.7132
C: 1.5326 2.5256 2.9830
C: 2.6822 2.0270 3.9259
S: 2.1883 0.3870 4.6195
C: 0.6785 0.5008 3.8116
N: 0.4604 1.5527 3.0903
H: 1.7625 0.3494 0.7582
H: -0.4191 2.9727 0.2262
H: 1.2243 3.5558 3.2066
H: 3.4728 1.7301 3.2312
H: 2.9959 2.7947 4.6350
H: -0.0205 -0.3195 3.9649
H: -0.4844 1.5560 2.6860
C: 4.6027 4.3415 -3.7809
C: 3.7436 5.5992 -3.9548
C: 2.2763 5.1761 -3.8138
S: 2.2699 3.7325 -2.7444
O: 1.8174 2.5912 -3.5075
O: 1.6716 4.0697 -1.4726
C: 4.0463 3.6247 -2.5549
H: 5.6570 4.5853 -3.6563
H: 4.5055 3.7033 -4.6624
H: 3.9947 6.3222 -3.1756
H: 3.9222 6.0797 -4.9158
H: 1.6697 5.9564 -3.3601
H: 1.8494 4.8849 -4.7726
H: 4.3467 2.5804 -2.4921
H: 4.3129 4.1488 -1.6367
C: 5.2305 -3.9286 7.3042
C: 4.1029 -4.8036 7.8649
C: 2.9132 -3.8836 8.1649
S: 3.0469 -2.5044 7.0250
O: 3.2987 -1.3000 7.7759
O: 1.9812 -2.5785 6.0483
C: 4.5768 -3.0290 6.2604
H: 6.0298 -4.5275 6.8701
H: 5.6601 -3.3213 8.1042
H: 3.8143 -5.5471 7.1188
H: 4.4163 -5.3420 8.7581
H: 1.9615 -4.3857 8.0070
H: 2.9592 -3.4851 9.1771
H: 5.1767 -2.1580 6.0037
H: 4.3230 -3.5898 5.3605
C: -4.5294 -1.2529 2.1806
C: -5.4834 -0.2386 2.8248
C: -4.6271 0.8559 3.4713
S: -3.1106 0.9192 2.5220
O: -2.0001 0.5104 3.3823
O: -3.0479 2.1553 1.7788
C: -3.5011 -0.4223 1.4121
H: -5.0517 -1.9395 1.5307
H: -4.0323 -1.8379 2.9592
H: -6.1213 0.1999 2.0545
H: -6.1345 -0.7086 3.5605
H: -5.1100 1.8300 3.4347
H: -4.3701 0.6090 4.5008
H: -2.5905 -0.9649 1.1652
H: -3.9221 0.0179 0.5120
C: 0.5263 0.9598 -5.5458
C: -0.9042 0.4305 -5.7114
C: -1.0855 0.0406 -7.1838
S: 0.5472 -0.4066 -7.7870
O: 0.9455 0.5485 -8.7884
O: 0.5942 -1.8259 -8.0297
C: 1.4217 -0.0397 -6.2703
H: 0.8020 1.0574 -4.5041
H: 0.6116 1.9443 -6.0109
H: -1.0410 -0.4506 -5.0781
H: -1.6450 1.1701 -5.4075
H: -1.7533 -0.8099 -7.3013
H: -1.4445 0.8783 -7.7795
H: 2.4087 0.3542 -6.5024
H: 1.5109 -0.9690 -5.7070
C: -5.5276 -3.1492 -3.4987
C: -4.0520 -3.5599 -3.5819
C: -3.2776 -2.6962 -2.5783
S: -4.4431 -2.2753 -1.2803
O: -4.6669 -0.8490 -1.3056
O: -4.0757 -2.9718 -0.0721
C: -5.8578 -3.0857 -2.0103
H: -6.1736 -3.8536 -4.0203
H: -5.6637 -2.1654 -3.9537
H: -3.9523 -4.6139 -3.3142
H: -3.6557 -3.4402 -4.5893
H: -2.4374 -3.2331 -2.1435
H: -2.9309 -1.7678 -3.0305
H: -6.7603 -2.5185 -1.7912
H: -5.9271 -4.0842 -1.5784

These are the Löwdin partial charges, in e, on atoms 1 to 5: number 1, O, carries 0.21; number 2, B, carries -0.80; number 3, O, carries 0.13; number 4, O, carries 0.10; number 5, C, carries -0.29


DFT (ωB97M-V with the def2-TZVPD basis set) results for a structure of composition C6H12N2O2.

- orbital gap (eV) = 9.6
- highest occupied orbital energy (eV) = -8.8535
- DFT total energy (Eh) = -495.686578

Element x y z (Å)
N: -1.0020 -1.7640 -1.3743
C: -1.1098 -0.2534 -1.6548
O: -1.5875 0.0120 -2.7913
C: 0.2052 0.4062 -1.2313
C: 0.5291 0.3390 0.2343
C: 0.2485 1.4139 1.2888
C: 1.5618 1.0030 2.0169
C: 1.7910 -0.0566 0.9385
N: 0.6604 -0.9670 0.8695
H: -0.7814 -2.2855 -2.2182
H: -0.3132 -1.9962 -0.6458
H: 1.0062 -0.0795 -1.8094
H: 0.1563 1.4552 -1.5496
H: 0.3022 2.4277 0.8719
H: -0.6966 1.3001 1.8392
H: 2.3150 1.7996 1.9965
H: 1.4691 0.6211 3.0438
H: 2.7469 -0.3841 0.5269
H: 0.1495 -1.0523 1.7471
H: -2.0502 -1.7150 -0.6240
O: -2.4046 -0.1665 -0.4687
H: -3.1961 -0.0576 -1.0060

These are the Löwdin partial charges, in e, on atoms 1 to 5: number 1, N, carries 0.13; number 2, C, carries -0.60; number 3, O, carries -0.06; number 4, C, carries -0.04; number 5, C, carries -0.41


DFT (ωB97M-V with the def2-TZVPD basis set) results for a structure of composition C18H30IrNS3.

- orbital gap (alpha / beta) (eV) = 8.2 / 6.2
- spin multiplicity = 6
- highest occupied orbital energy (alpha / beta) (eV) = -17.4578 / -18.9242
- net charge = +3
- DFT total energy (Eh) = -2056.400417

Element x y z (Å)
Ir: -0.1369 -0.0976 0.0451
C: 2.6815 0.7899 -1.5532
C: 1.9900 2.1201 -1.2713
S: 0.2027 2.1188 -0.9558
C: -0.6218 1.8541 -2.5481
C: -0.2927 0.5703 -3.2881
S: -0.4562 -0.9483 -2.2733
C: 1.1112 -1.8362 -2.6013
C: 2.0436 -1.9944 -1.4063
S: 2.2633 -0.5228 -0.3600
H: 2.4654 0.4202 -2.5502
H: 3.7595 0.9358 -1.4871
H: 2.3977 2.5878 -0.3740
H: 2.1726 2.8149 -2.0933
H: -1.6793 1.9080 -2.2842
H: -0.4077 2.7138 -3.1848
H: -0.9851 0.4562 -4.1217
H: 0.7120 0.5844 -3.7007
H: 0.8332 -2.8274 -2.9593
H: 1.5873 -1.3284 -3.4377
H: 1.6730 -2.7419 -0.7044
H: 3.0241 -2.3310 -1.7464
C: 1.8779 2.5378 4.2301
C: 0.7131 1.6241 4.3282
C: 0.0583 1.3982 5.5190
C: -1.0309 0.5334 5.5666
C: -1.7623 0.2591 6.8125
C: -1.4855 -0.1398 4.3533
C: -0.8529 0.0614 3.0976
C: 0.2518 0.9541 3.1313
N: -1.1930 -0.5015 1.9180
C: -2.3095 -1.4635 1.6058
C: -1.6117 -2.6948 1.0065
C: -3.2340 -1.9468 2.7203
C: -3.1717 -0.7447 0.5551
H: 2.1441 2.9651 5.1925
H: 1.6546 3.3532 3.5332
H: 2.7443 2.0016 3.8285
H: 0.3885 1.8915 6.4244
H: -1.3633 0.7952 7.6678
H: -1.7551 -0.8201 7.0170
H: -2.8238 0.5099 6.6823
H: -2.3259 -0.8002 4.4567
H: 0.7882 1.1481 2.2074
H: -1.0034 -3.2090 1.7509
H: -0.9678 -2.4401 0.1540
H: -2.3668 -3.3848 0.6314
H: -2.7113 -2.5242 3.4843
H: -3.9550 -2.6257 2.2654
H: -3.8175 -1.1397 3.1653
H: -2.5788 -0.3278 -0.2704
H: -3.7374 0.0735 1.0008
H: -3.8680 -1.4581 0.1151

These are the Löwdin partial charges, in e, on atoms 1 to 5: number 1, Ir, carries 0.77; number 2, C, carries -0.44; number 3, C, carries -0.45; number 4, S, carries 0.85; number 5, C, carries -0.46


DFT (ωB97M-V with the def2-TZVPD basis set) results for a cluster of 6 separate species, C39H77INO7 in total.

- orbital gap (alpha / beta) (eV) = 8.7 / 9.7
- spin multiplicity = 2
- highest occupied orbital energy (alpha / beta) (eV) = -8.1322 / -9.1228
- DFT total energy (Eh) = -2411.134664

Element x y z (Å)
C: 7.7483 -3.8120 1.5422
C: 6.7429 -3.5499 0.4208
O: 7.2191 -2.6800 -0.5830
C: 7.3042 -1.3376 -0.1666
C: 5.9534 -0.5726 -0.0981
C: 4.8036 -1.1741 -0.9246
C: 3.6048 -1.5659 -0.0455
C: 2.2998 -1.6336 -0.8260
C: 1.0156 -1.3327 -0.0082
C: 1.0870 0.1775 0.3248
C: 0.0781 0.6896 1.3397
C: 0.2358 2.2025 1.4626
I: -0.6461 2.9281 3.2728
C: 1.0098 -2.2103 1.2620
C: -0.2370 -3.0775 1.5503
C: 0.2636 -4.3118 2.3276
C: -1.2714 -2.3986 2.4730
N: -0.8583 -3.5901 0.3103
O: -0.2147 -4.5788 -0.2085
C: -1.2747 -2.5700 -0.6755
C: -2.5934 -1.8744 -0.2673
C: -1.5864 -3.3053 -1.9880
C: -0.1848 -1.5156 -0.9905
H: 7.5487 -4.7738 1.9976
H: 7.6065 -3.0772 2.3303
H: 8.7714 -3.7254 1.1974
H: 6.5220 -4.4876 -0.0778
H: 5.8100 -3.1988 0.8617
H: 7.9663 -0.8176 -0.8496
H: 7.7830 -1.2672 0.8100
H: 5.6711 -0.4270 0.9402
H: 6.1518 0.4164 -0.4964
H: 4.4278 -0.3955 -1.5832
H: 5.1205 -1.9851 -1.5698
H: 3.5629 -0.9355 0.8351
H: 3.8012 -2.5708 0.3216
H: 2.1715 -2.6158 -1.2723
H: 2.3045 -0.9056 -1.6376
H: 0.8962 0.7164 -0.6017
H: 2.0834 0.4709 0.6456
H: -0.9472 0.4665 1.0645
H: 0.2822 0.2931 2.3241
H: -0.1594 2.7173 0.5977
H: 1.2889 2.4404 1.5068
H: 1.1505 -1.5824 2.1336
H: 1.8517 -2.8862 1.2646
H: 0.5358 -4.0026 3.3283
H: 1.1483 -4.7453 1.8763
H: -0.5033 -5.0769 2.3514
H: -1.2520 -2.8736 3.4435
H: -2.2774 -2.5485 2.1131
H: -1.0642 -1.3507 2.6409
H: -3.1834 -2.5398 0.3540
H: -2.4172 -0.9766 0.3098
H: -3.1725 -1.6505 -1.1480
H: -0.6818 -3.5746 -2.5153
H: -2.1469 -2.6595 -2.6530
H: -2.1549 -4.2118 -1.8132
H: -0.6873 -0.5619 -1.0903
H: 0.2065 -1.7315 -1.9760
C: -2.7622 6.5266 4.5280
C: -3.3471 7.5521 5.4925
C: -4.6364 6.8681 5.9252
O: -4.3827 5.4620 5.8821
C: -3.1508 5.2173 5.1976
H: -1.6862 6.6225 4.3831
H: -3.2465 6.6138 3.5554
H: -2.6836 7.6817 6.3516
H: -3.5168 8.5302 5.0432
H: -5.4559 7.0939 5.2342
H: -4.9475 7.1453 6.9334
H: -2.4016 4.9098 5.9376
H: -3.2889 4.4031 4.4857
C: -1.7917 9.1552 0.3081
C: -2.3683 10.1804 1.2790
C: -3.6641 9.5060 1.7060
O: -3.4235 8.0972 1.6532
C: -2.1923 7.8448 0.9700
H: -0.7160 9.2427 0.1636
H: -2.2758 9.2491 -0.6667
H: -1.7031 10.2970 2.1378
H: -2.5294 11.1628 0.8381
H: -4.4825 9.7439 1.0182
H: -3.9718 9.7794 2.7164
H: -1.4461 7.5273 1.7070
H: -2.3388 7.0339 0.2560
C: -6.4664 -4.5857 4.1423
C: -5.9179 -5.4955 3.0476
C: -5.0545 -4.5303 2.2482
O: -4.5683 -3.5584 3.1780
C: -5.2749 -3.6791 4.4154
H: -6.8025 -5.1191 5.0301
H: -7.3050 -4.0008 3.7577
H: -5.2977 -6.2792 3.4886
H: -6.6886 -5.9717 2.4433
H: -5.6417 -4.0130 1.4813
H: -4.2071 -5.0185 1.7641
H: -4.6014 -4.1217 5.1573
H: -5.5652 -2.6865 4.7606
C: 4.8329 -1.0592 -6.0787
C: 5.8559 -1.8482 -5.2692
C: 6.5128 -0.7498 -4.4472
O: 5.5107 0.2505 -4.2273
C: 4.3860 -0.0099 -5.0718
H: 4.0076 -1.6629 -6.4534
H: 5.3197 -0.5796 -6.9312
H: 5.3470 -2.5565 -4.6112
H: 6.5677 -2.4021 -5.8792
H: 7.3431 -0.2857 -4.9904
H: 6.8823 -1.1101 -3.4857
H: 3.5642 -0.3822 -4.4489
H: 4.0687 0.9215 -5.5424
C: -2.4418 -1.6420 -7.6398
C: -3.3022 -2.6379 -6.8680
C: -2.5121 -2.7894 -5.5765
O: -1.8566 -1.5385 -5.3508
C: -1.9521 -0.7279 -6.5249
H: -2.9814 -1.1056 -8.4189
H: -1.5972 -2.1574 -8.1028
H: -4.2828 -2.2030 -6.6614
H: -3.4523 -3.5843 -7.3849
H: -1.7468 -3.5676 -5.6687
H: -3.1425 -3.0260 -4.7192
H: -2.6661 0.0801 -6.3319
H: -0.9778 -0.2853 -6.7348

These are the Löwdin partial charges, in e, on atoms 1 to 5: number 1, C, carries -0.07; number 2, C, carries -0.27; number 3, O, carries -0.16; number 4, C, carries -0.22; number 5, C, carries -0.15